69
Properties=species:S:1:pos:R:3:mulliken_charge:R:1 method="wB97M-V/def2-TZVPD" orbital_gap_ev="6.592 / 6.642" spin_multiplicity=2 total_charge=+3 s2=0.751 e_tot_ha=-4762.74980 homo_ha="-0.6212 / -0.6214" e_above_lowest_kcal_mol=0.0 mol_weight_g_mol=611.561 largest_force_ev_per_a=2.83 e_lumo_ev="-10.31 / -10.27"
Ce 0.2565 0.2866 0.1399 -0.0177
P 1.7904 -1.5931 -1.4288 1.0088
P -0.4805 1.5771 -2.3981 1.2222
P 1.1207 -0.9527 2.5598 1.2068
H -2.6111 1.9777 0.6606 0.4425
C -1.9978 1.9059 1.5720 -0.7245
C -0.8832 2.6720 1.6758 -0.5069
H -0.6580 3.4175 0.9024 0.3165
C 1.0091 -3.1602 -2.0250 -1.4676
C 2.5525 -1.1326 -3.0204 -1.3057
C 3.2767 -2.3526 -0.6906 -1.2570
C -1.5815 3.0375 -2.2234 -1.1566
C 0.7124 2.2596 -3.6153 -1.3070
C -1.4638 0.4745 -3.4902 -1.3944
C 0.4238 -0.1663 4.0649 -1.1765
C 2.8769 -1.0942 3.0190 -1.2408
C 0.5607 -2.6856 2.7142 -1.2875
H -2.3437 1.2253 2.3634 0.4053
H -0.2160 2.6703 2.5444 0.3655
H 1.7496 -3.6786 -2.6434 0.5250
H 0.1218 -2.9268 -2.6246 0.3775
H 0.7261 -3.7913 -1.1754 0.3746
H 2.9640 -2.0503 -3.4548 0.5169
H 3.3697 -0.4224 -2.8506 0.3930
H 1.8083 -0.7093 -3.7040 0.3222
H 3.6388 -3.1116 -1.3931 0.5103
H 3.0401 -2.8282 0.2681 0.3033
H 4.0535 -1.5899 -0.5598 0.4137
H -2.3138 3.0432 -3.0432 0.4401
H -0.9811 3.9571 -2.2736 0.4149
H -2.1152 3.0243 -1.2629 0.1687
H 0.2202 2.4160 -4.5877 0.4285
H 1.5558 1.5660 -3.7356 0.2933
H 1.0882 3.2263 -3.2499 0.4363
H -1.9234 1.0994 -4.2667 0.4839
H -2.2406 -0.0501 -2.9206 0.3746
H -0.8271 -0.2797 -3.9716 0.3340
H 0.2812 -0.9427 4.8308 0.4318
H -0.5412 0.3195 3.8518 0.2278
H 1.1223 0.5967 4.4385 0.3993
H 2.9589 -1.6839 3.9413 0.4333
H 3.2898 -0.0909 3.1866 0.3568
H 3.4359 -1.5866 2.2134 0.3169
H 0.6321 -2.9504 3.7769 0.4857
H 1.2058 -3.3487 2.1217 0.3190
H -0.4729 -2.7974 2.3568 0.3375
C -3.7095 -1.7471 0.5211 0.8473
C -4.4241 -0.6413 0.9907 -0.0370
C -5.7946 -0.7407 1.2690 -0.6805
C -6.4550 -1.9668 1.1471 -0.4796
C -5.7352 -3.0952 0.7419 -0.7200
C -4.3679 -2.9877 0.4410 -0.5824
Se -1.7813 -1.6269 -0.0534 0.2338
H -1.8402 -0.0115 -0.2482 -0.0403
H -3.8890 0.2986 1.1512 0.1382
H -6.3481 0.1489 1.5808 0.4081
H -7.5188 -2.0299 1.3701 0.4210
H -6.2474 -4.0588 0.6732 0.3967
H -3.8073 -3.8789 0.1532 0.3736
C 2.6987 4.0385 0.3011 -1.1376
C 2.9044 2.5774 0.3724 0.8305
C 4.2815 2.0531 0.4182 -1.0287
O 1.9110 1.8010 0.4647 -0.4605
H 3.6483 4.5543 0.4555 0.4709
H 1.9987 4.4084 1.0602 0.3264
H 2.3378 4.3578 -0.6842 0.2449
H 4.4297 1.3696 1.2660 0.2264
H 4.5426 1.5044 -0.4956 0.2443
H 4.9747 2.8963 0.5106 0.4600